59
Properties=species:S:1:pos:R:3:mulliken_charge:R:1 method="wB97M-V/def2-TZVPD" relative_energy_ev=0.265 homo_lumo_gap_ha=0.334 lumo_ev=-0.08 e_homo_ev=-9.18
H 4.51233 -0.70320 -5.47099 0.14
H -0.07985 -1.04198 -1.34112 0.67
N 3.29877 0.87288 -4.41249 -0.28
C -1.65286 3.35744 1.40112 0.79
N -1.78350 4.54174 1.87033 -0.41
H -2.69100 4.98242 1.91870 0.27
H -2.98055 0.03964 4.10277 0.27
H -2.65864 -0.40979 -2.04517 0.08
O -2.93272 -1.48193 -4.23091 -0.71
O -2.59822 0.35590 3.28421 -0.53
O 2.67357 0.85125 2.02888 -0.71
H 0.02783 -3.81437 1.89044 0.31
H 1.88350 0.61212 1.54428 0.27
H 2.77913 -3.46353 1.54966 0.28
H -0.49157 0.34052 -4.36036 0.16
H 3.91341 0.85112 -5.21365 0.15
N 3.79908 -1.09599 -4.87341 -0.47
C 1.94836 -4.00601 2.00092 -0.43
N -0.45067 2.92216 1.57097 -0.21
O 1.69667 -2.07588 3.40123 -0.59
H -0.31716 3.16304 -1.75868 0.29
H 1.26855 -1.77413 2.59671 0.44
H 0.25587 3.50291 1.99949 0.17
H 2.13588 -5.07563 1.90681 0.33
O 0.73777 -3.86967 1.24660 -0.48
O -2.54761 2.76747 0.77965 -0.82
H 2.45641 -3.78987 4.12016 0.34
H -3.33827 0.41241 2.67976 0.32
H 1.26940 0.48394 -1.75741 0.14
H -0.24429 2.03709 1.13033 0.11
O -0.86000 2.92635 -2.51069 -0.61
O 0.86584 0.65577 -0.90347 -0.43
H -0.59618 -0.34061 5.00425 0.28
H 1.16125 -1.22164 -0.09746 0.34
O -0.60447 -1.29769 5.01739 -0.68
C 1.71029 -3.43958 3.40692 -0.57
O -4.49677 0.97817 1.30427 -0.77
N -2.06328 -0.00083 -2.75114 -0.14
C 0.35297 -0.58236 -0.45257 -0.49
H 2.35929 1.07496 2.90490 0.31
H 0.02765 -1.55240 4.34525 0.40
O 2.16757 -0.69311 -3.37842 -0.62
H -1.47109 -0.23824 -5.72199 0.21
H -0.99608 4.97340 2.33265 0.13
H 0.80187 -3.79526 3.89309 0.31
C -2.17883 -0.56785 -3.91192 0.63
H 3.50130 -2.03455 -5.09821 0.24
H -0.24027 2.83342 -3.23425 0.28
O -0.08865 -0.06046 1.80833 -0.19
H -0.73621 0.38577 2.35892 0.08
H 2.72742 1.67291 -4.18097 0.21
H -1.25548 -1.40129 0.65545 0.42
C -0.70717 -0.46068 0.60340 -0.47
H -1.48891 0.25424 0.34672 0.08
H -1.46776 0.75068 -2.43382 0.08
C 2.96855 -0.31164 -4.20616 0.61
H -4.11175 0.43046 0.62017 0.33
H -3.84860 1.66647 1.45379 0.42
N -1.32234 -0.09649 -4.73312 -0.30

=====

52
Properties=species:S:1:pos:R:3:mulliken_spin:R:1 method="wB97M-V/def2-TZVPD" total_charge=+2 relative_energy_ev=0.000 homo_lumo_gap_ha="0.354 / 0.239" multiplicity=2 lumo_ev="-7.09 / -10.21" e_homo_ev="-16.72 / -16.72"
C -1.68434 -1.13704 -1.30347 0.01
H 2.59170 -3.28688 -0.43739 0.00
H -1.47364 0.43498 0.17702 0.01
H -5.38797 -0.65880 0.10244 0.00
H 1.42435 1.18428 3.73870 0.00
H 2.00474 2.72261 0.08382 -0.01
H -0.26006 -2.10346 2.95896 0.00
H -1.24281 -3.20944 -1.65666 0.00
H 2.80767 0.12207 -3.07104 0.00
H -2.19024 2.40402 0.40367 0.08
O 1.86438 -0.54167 1.49472 0.01
C -0.47234 3.39195 -0.45115 0.07
H -2.59262 -1.31948 -0.72970 0.00
C -0.58027 1.17446 -1.59324 0.03
H 0.65266 -3.32043 2.84315 0.00
O 0.32052 -2.57256 2.33021 0.00
H 1.43901 0.24589 1.85157 -0.01
N -0.79124 -2.31757 -1.45698 0.00
O 0.97947 1.95965 3.38454 0.00
H 2.11113 -1.81477 -0.00939 0.00
C -1.68493 3.33314 0.16146 0.18
H 1.02823 -2.07438 -4.70260 0.00
H 3.83832 -0.02555 0.47624 0.00
H -3.73324 0.25941 1.26723 0.00
C -0.87752 -0.02398 -0.61074 -0.01
O -5.12717 0.24857 0.31916 0.00
O 1.98273 -2.56327 -0.60774 0.00
O 0.48942 -1.64403 -4.02895 0.00
H 1.57705 2.70870 3.34105 0.00
C 1.55165 2.01875 -0.58348 0.17
H 2.96629 -1.13016 -1.97259 0.00
H -1.69345 -0.27508 2.77636 0.00
H 0.10707 -0.33648 -0.24417 0.01
H -1.52156 1.46783 -2.06846 -0.01
H -2.23809 4.22432 0.43051 0.00
H 1.42102 -1.32805 1.88365 0.00
H -3.12236 1.25503 2.45842 0.00
H 5.11957 0.40269 -0.40181 0.00
C 0.19607 2.19889 -0.88368 0.18
O 2.41539 -0.55582 -2.51576 0.00
H -0.11634 -2.07256 -2.19814 0.00
H 1.14166 -1.37880 -3.34562 0.00
O -0.83119 -0.34933 3.26142 0.00
O 4.33120 -0.14051 -0.34072 0.00
H -0.10086 4.41118 -0.54892 0.02
O -2.99644 0.50379 1.87785 0.00
H 2.02649 1.16326 -1.03373 0.21
H -2.00457 -0.86275 -2.31878 0.00
H -0.24640 -2.59682 -0.61882 0.00
H -0.83488 0.50834 3.70672 0.00
H -4.81602 0.56515 -0.53987 0.00
H -0.04572 0.69203 -2.41334 0.04

=====

53
Properties=species:S:1:pos:R:3:mulliken_charge:R:1 method="wB97M-V/def2-TZVPD" relative_energy_ev=5.640 homo_lumo_gap_ha=0.305 lumo_ev=0.04 e_homo_ev=-8.27
H 0.48244 4.79031 2.52549 0.32
O 2.74618 -1.22402 0.04579 -0.54
O 0.29898 4.57001 0.14589 -0.74
O 2.72816 -0.73660 -2.54697 -0.74
H -2.80126 1.47305 -1.21378 0.54
O 1.90426 1.46907 -1.46556 -0.81
H -3.55855 -3.19083 0.66162 0.30
H 2.32297 -1.89045 3.31166 0.28
H -1.11476 1.47456 1.98505 0.39
O 2.83027 1.29609 0.82436 -0.83
H 2.35093 -3.34329 2.43225 0.22
H 0.13621 -2.99523 1.31201 0.01
H -3.24516 1.47590 1.44028 0.56
H 3.62844 -1.67731 -0.08289 0.24
H -0.81482 -4.10487 -0.87160 0.31
O -2.82683 -2.46477 0.62902 -0.51
O -0.80608 -3.09159 -0.90283 -0.55
H 1.43550 1.47516 3.35158 0.28
O 0.80169 -2.28853 -3.83413 -0.66
H 1.05749 4.07093 0.38719 0.35
H 2.09681 -1.22111 -2.95124 0.41
H 0.68581 2.76125 2.57443 0.28
H -0.58189 -0.13911 -2.56686 0.29
C -3.22147 0.74425 -0.67166 -0.58
C -0.54701 -0.40579 0.96031 0.91
H -4.36634 0.64617 -0.75171 0.28
C -0.15781 -0.92505 2.12693 -0.64
H -0.47728 -0.50134 3.09425 0.51
H 0.79747 -3.18317 -4.32949 0.30
H -2.59274 -1.14692 -0.52143 0.37
C -1.32378 0.99046 0.99431 0.06
H -0.17560 4.07853 -0.46490 0.31
H -2.16739 -2.88431 0.17410 0.28
H -0.47916 -3.08224 -1.81724 0.17
C 1.67628 -2.45025 2.64161 -0.93
H 2.38978 0.16330 -2.33348 0.41
O -2.99098 -0.55321 -1.22446 -0.62
C -2.84768 0.72083 0.92205 -1.56
O -0.27885 4.10708 2.49696 -0.73
H 2.83821 0.33565 0.77725 0.45
H -0.05278 -2.03338 -4.14148 0.28
H -0.52047 4.20158 1.59527 0.47
H -3.15516 -0.23355 1.24041 0.51
H 2.04131 1.44257 1.37587 0.47
O 1.04352 1.82954 2.51672 -0.64
H -0.77187 1.62373 0.18194 -0.14
H 2.16217 1.39614 -0.44580 0.47
H -0.24559 -0.74725 -0.08376 -0.17
C 0.56037 -2.18655 1.98686 0.11
H 2.47852 -1.13885 -0.89052 0.32
H 2.50466 2.07298 -1.90849 0.27
O -1.09785 -0.26571 -3.40975 -0.69
H -1.94109 -0.07507 -3.00888 0.37

=====

68
Properties=species:S:1:pos:R:3:mulliken_charge:R:1 method="wB97M-V/def2-TZVPD" homo_lumo_gap_ha=0.358 lumo_ev=0.17 e_homo_ev=-9.57
H 35.91231 -22.01028 17.69366 0.16
N 27.12277 -23.65882 10.65170 -0.36
H 21.91654 -15.05881 20.95877 0.22
H 27.69509 -24.35460 11.10825 0.17
H 24.29925 -28.84220 28.45397 0.32
C 25.99551 -23.60023 11.22850 0.61
C 26.77934 -24.78023 21.49310 -0.47
H 33.62471 -31.65986 20.69983 0.32
H 28.90792 -33.36457 17.73809 0.32
H 32.34410 -26.19706 24.83937 0.32
H 35.33631 -23.63501 17.16228 0.22
H 25.30301 -30.08864 13.01538 0.32
H 27.23486 -23.29392 9.71663 0.23
O 21.47858 -15.14329 18.43420 -0.67
C 23.35795 -30.72140 22.02854 0.63
H 25.21517 -24.08747 13.02664 0.22
O 33.01292 -31.74565 19.96868 -0.64
H 24.44056 -29.86124 23.57858 0.22
O 25.03009 -30.50073 13.83508 -0.64
N 34.79520 -21.91230 19.65239 -0.38
H 22.92555 -31.23713 20.16065 0.21
H 26.96086 -24.50248 12.80639 0.17
H 23.31905 -17.64081 19.36600 0.17
H 26.81868 -26.30593 19.94914 0.25
O 25.58786 -18.35916 23.79534 -0.64
N 22.24845 -15.86882 20.45496 -0.36
C 22.16321 -15.96354 19.13946 0.66
C 34.72923 -22.97442 18.91334 0.67
O 28.79593 -32.44573 17.98187 -0.65
H 31.59953 -19.28136 25.48733 0.22
H 25.93171 -24.31872 20.98652 0.33
C 27.55172 -25.71150 20.49449 -0.32
N 26.06648 -24.15803 12.48775 -0.41
H 26.18670 -17.66839 23.51171 0.32
N 23.68126 -30.93320 20.75782 -0.38
H 25.29336 -30.29085 22.17662 0.15
O 24.71128 -28.04856 28.11255 -0.64
H 28.25511 -24.41081 22.58589 0.32
O 22.25056 -30.74500 22.50361 -0.63
O 32.01928 -27.07555 25.03677 -0.64
O 28.32726 -26.65536 21.25339 -0.52
N 22.84677 -17.00796 18.73627 -0.37
N 31.95491 -19.37452 26.42813 -0.37
H 33.55740 -32.02123 19.23124 0.32
N 35.39101 -22.86670 17.81559 -0.38
H 29.11971 -26.78034 20.72613 0.32
H 26.35606 -25.33244 22.33214 0.29
H 35.33327 -21.07775 19.46771 0.16
O 25.01548 -23.12155 10.70881 -0.63
H 29.56076 -32.24569 18.52154 0.33
H 23.03134 -17.12371 17.75005 0.22
H 33.04938 -19.73318 28.57806 0.17
H 33.79572 -21.21098 28.05680 0.22
H 34.26410 -21.95650 20.51034 0.21
H 24.64769 -30.85919 20.47383 0.16
N 33.22254 -20.40666 27.84556 -0.40
H 25.76926 -30.36740 14.42845 0.32
O 27.77089 -23.88353 21.94628 -0.52
N 24.43683 -30.36981 22.70597 -0.38
H 31.56451 -27.34797 24.23977 0.32
H 28.19089 -25.22236 19.75944 0.33
H 25.00886 -27.57850 28.89147 0.32
C 32.60013 -20.44568 26.70523 0.65
H 22.86392 -16.53722 20.89603 0.14
O 34.10926 -23.96063 19.19366 -0.66
O 32.74169 -21.33010 25.93158 -0.64
H 31.87271 -18.59010 27.05903 0.17
H 26.06305 -19.17283 23.62688 0.32

=====

23
Properties=species:S:1:pos:R:3:mulliken_spin:R:1 method="wB97M-V/def2-TZVPD" total_charge=-1 relative_energy_ev=0.351 homo_lumo_gap_ha="0.238 / 0.229" multiplicity=4 lumo_ev="0.49 / 0.24" e_homo_ev="-5.99 / -5.99"
O 4.47773 -1.76520 -0.79326 0.00
C 2.37765 1.11843 -0.22192 -0.01
F -3.84073 0.71149 -0.47516 0.07
I -6.45264 -4.24538 -0.05441 0.00
C 4.25432 -0.54419 -0.71503 0.00
C 1.77247 -1.15236 -0.59365 0.00
Se -1.67920 3.99828 1.98250 0.06
I -4.17860 -2.85059 -0.16772 0.00
O -0.54165 -2.92747 -0.74630 0.03
H 0.69506 2.42099 0.18681 0.00
C -0.67193 -1.76118 -0.50382 -0.01
Re -2.00394 0.77466 0.02635 2.80
C 0.46233 -0.78866 -0.41469 0.01
Se -3.13592 2.46614 2.91766 0.05
C 2.77186 -0.18234 -0.50536 0.02
H 2.03995 -2.17867 -0.80319 0.00
O 5.02660 0.43238 -0.70558 0.00
H 3.14473 1.87802 -0.15642 0.00
Se -1.96806 3.28114 -0.23316 0.03
O -1.88065 -1.19708 -0.28620 0.00
Se -1.80853 0.60209 2.44767 0.00
C 1.04584 1.42483 -0.04085 0.01
N 0.09332 0.48465 -0.14429 -0.06

=====

no.,M (g/mol)
1,394.379
2,292.346
3,310.337
4,470.438
5,939.957